Entry from OMol25: a 11-piece molecular cluster, C4H30N8O11 overall in a non-equilibrium geometry (ωB97M-V/def2-TZVPD).

Summary:
ΔE to the lowest compared entry with this formula, charge and spin	17.2	kcal/mol
electronic energy	-1436.18227	Eh
total charge	-1
gap between HOMO and LUMO (spin up / spin down)	0.10360 / 0.33072	Ha
expectation value of S²	0.750
spin multiplicity	2
HOMO energy (spin up / spin down)	-0.519 / -6.758	eV

Element x y z (Å)
O1 3.9518 -1.4637 -0.6890
O2 1.3969 -3.3127 -0.4753
O3 -3.0625 1.3362 2.1517
O4 -0.1132 2.4736 -1.7964
O5 -2.8800 -0.7868 -0.0254
O6 1.9491 -0.2211 5.3311
O7 1.2454 3.4401 1.1739
O8 -1.3708 4.2157 0.4383
O9 -0.9246 -1.0152 -4.1077
O10 -2.5027 1.2164 -1.7410
O11 -0.7572 1.1166 0.6234
N1 1.6274 -0.9229 3.2403
N2 -2.9079 -2.6779 1.1393
N3 0.9237 -0.8372 -2.7980
N4 1.0123 0.0390 -4.6313
N5 -3.9618 -2.7077 -0.7065
N6 -0.0435 -0.9511 0.2448
N7 1.3890 0.7163 0.2994
N8 1.6851 1.1670 3.7752
C1 -3.2193 -1.9490 0.0951
C2 1.7859 -0.0196 4.1534
C3 0.2048 0.3670 0.4914
C4 0.2467 -0.6472 -3.8476
H1 0.6374 -1.6899 0.1410
H2 -2.2156 1.3528 1.7059
H3 1.4660 -4.0359 0.1480
H4 1.5278 1.8723 4.4808
H5 0.3129 2.4479 -0.9397
H6 1.8659 4.1340 1.3970
H7 1.9349 0.3580 -4.3720
H8 1.6816 -0.5447 2.3053
H9 -2.5031 0.4952 -1.1115
H10 1.7678 -1.8855 3.5119
H11 -1.4114 3.4248 -0.0993
H12 -1.5844 1.4787 -1.8047
H13 0.6758 0.3678 -5.5250
H14 4.1789 -2.3756 -0.8709
H15 0.6064 2.5753 -2.4194
H16 -4.2698 -3.6200 -0.4015
H17 1.4540 1.3092 2.8023
H18 1.8692 -0.4954 -2.7008
H19 -1.5908 4.9267 -0.1636
H20 -2.9970 -3.6820 1.0762
H21 -1.0210 -1.1194 0.0544
H22 -2.4483 -2.1643 1.8776
H23 1.6144 1.6881 0.4570
H24 0.4227 3.8992 1.0046
H25 0.4623 -1.2342 -1.9920
H26 -4.1089 -2.5233 -1.6886
H27 -2.9432 0.7155 2.8706
H28 4.7201 -0.9650 -0.9670
H29 2.0018 0.0518 -0.1511
H30 2.2192 -3.3381 -0.9646

These are the Löwdin partial charges, in e, on atoms 1 to 4: -0.2882, -0.1788, -0.0638, -0.0414